No. 1
{"formula": "C5H33N2O10", "method": "ωB97M-V with the def2-TZVPD basis set", "multiplicity": 2, "orbital_gap_ev": [2.330, 8.715], "energy_ha": -1072.11914, "s_squared": 0.750, "de_lowest_ev": 0.000, "e_lumo_ev": [0.264, 0.207], "species": ["C", "C", "C", "C", "C", "N", "N", "H", "H", "H", "H", "H", "H", "H", "H", "H", "H", "H", "H", "H", "H", "H", "O", "H", "H", "O", "H", "H", "O", "H", "H", "O", "H", "H", "O", "H", "H", "O", "H", "H", "O", "H", "H", "O", "H", "H", "O", "H", "H", "O"], "coordinates": [[1.592, 0.266, 2.100], [1.347, -0.700, 0.965], [0.614, -0.054, -0.198], [0.349, -0.843, -1.436], [-0.856, -0.955, -2.001], [1.468, -1.426, -2.022], [0.522, -1.860, 1.440], [0.771, 0.854, 2.489], [2.004, -0.306, 2.933], [2.290, 1.040, 1.774], [2.298, -1.072, 0.611], [1.213, 0.779, -0.548], [-0.248, 0.490, 0.163], [-1.765, -0.486, -1.666], [-0.851, -1.528, -2.917], [2.413, -1.200, -1.732], [1.369, -1.608, -3.005], [0.929, -2.597, 2.037], [0.201, -2.350, 0.597], [-0.409, -1.529, 1.773], [-1.172, -3.032, -0.591], [-2.301, -3.523, 0.275], [-1.784, -2.728, 0.108], [1.048, -2.989, -1.407], [0.745, -4.529, -1.167], [0.576, -3.642, -0.846], [-1.478, 1.722, -2.927], [-1.744, 1.855, -1.315], [-1.100, 1.800, -2.043], [-3.187, 1.099, -0.084], [-3.736, 2.492, -0.475], [-2.986, 2.062, -0.056], [-1.875, 2.154, 1.272], [-1.797, 2.550, 2.753], [-1.355, 2.013, 2.087], [-2.450, -1.163, 0.441], [-3.352, -0.592, 1.539], [-3.069, -0.427, 0.625], [-1.512, 0.319, 2.843], [-1.737, -0.689, 4.030], [-1.420, -0.633, 3.124], [2.032, 2.978, -0.404], [3.500, 3.167, -0.289], [2.859, 2.430, -0.292], [-0.092, 3.146, -1.155], [0.246, 3.090, 0.336], [0.457, 3.574, -0.477], [4.236, 0.392, -2.453], [3.336, 1.072, -1.402], [3.853, 0.237, -1.582]], "forces_ev_per_a": [[0.7, 0.3, 0.4], [-0.5, 0.3, 0.2], [0.2, 0.9, -0.1], [-0.9, 0.6, 0.2], [0.9, -0.4, -0.2], [0.3, -0.9, -0.2], [-1.1, 0.0, -1.3], [-0.7, -0.5, -0.3], [0.2, 0.2, 0.1], [0.4, -0.3, 0.0], [0.3, -0.4, 0.0], [0.6, 0.1, 0.1], [-0.7, -0.5, 0.1], [0.2, -0.2, 0.2], [-0.5, 0.0, -0.3], [-0.2, 0.6, -0.1], [0.2, 0.1, -0.2], [0.0, 0.6, 0.2], [0.4, -0.6, 0.1], [0.6, -0.1, 1.0], [0.0, 0.2, 0.0], [-0.4, -0.1, 0.4], [0.0, -0.5, -0.3], [0.2, -0.1, -0.2], [0.1, -0.2, 0.0], [-0.2, -0.3, 0.2], [-0.3, 0.0, 0.6], [-0.7, 0.1, -0.6], [1.0, 0.7, -0.1], [0.0, -0.3, 0.7], [-0.1, 0.3, 0.0], [-0.1, 0.0, -0.6], [-0.3, -0.1, 0.2], [0.0, 0.1, 0.1], [0.3, 0.1, 0.0], [-0.3, -0.2, -0.2], [0.1, 0.2, -0.2], [-0.1, -0.1, 0.2], [0.1, -0.8, 0.2], [0.0, -0.1, 0.2], [-0.1, 0.8, -0.5], [0.0, -0.7, -0.1], [0.1, -0.8, 0.1], [0.1, 1.6, -0.1], [0.0, -0.1, -0.3], [-0.2, 0.2, 0.0], [0.0, 0.0, 0.4], [0.1, -0.1, 0.1], [0.6, -0.7, 0.2], [-0.5, 0.8, -0.2]]}

No. 2
{"formula": "C4H11ISi", "method": "ωB97M-V with the def2-TZVPD basis set", "orbital_gap_ev": 7.611, "energy_ha": -746.14537, "de_lowest_ev": 2.010, "e_lumo_ev": -0.802, "species": ["C", "C", "C", "C", "Si", "I", "H", "H", "H", "H", "H", "H", "H", "H", "H", "H", "H"], "coordinates": [[-1.668, 1.160, 0.046], [-1.340, -1.382, -0.336], [2.458, -0.378, -0.155], [-0.685, 0.069, -0.324], [0.903, 0.102, 0.674], [1.956, 3.117, 1.550], [-2.338, 0.905, 0.897], [-0.958, 1.986, 0.160], [-2.355, 1.400, -0.820], [-2.351, -1.326, -0.672], [-1.464, -1.995, 0.575], [-0.738, -1.957, -1.097], [2.758, 0.207, -1.005], [3.268, -0.446, 0.541], [2.418, -1.395, -0.540], [-0.622, 0.263, -1.525], [0.758, -0.332, 2.030]], "forces_ev_per_a": [[-0.7, 0.5, -0.4], [1.7, -0.4, -0.5], [0.1, -0.9, -0.2], [-1.3, -1.2, -2.9], [0.5, 1.9, -0.7], [-0.8, -1.8, -0.6], [0.9, 0.5, -0.2], [-1.2, 0.7, 0.6], [0.8, -0.3, 0.9], [-0.7, 0.4, -0.7], [0.7, 0.6, 0.1], [-0.8, 0.1, 0.9], [0.0, 0.6, -0.2], [0.5, 0.4, 0.6], [-0.5, -0.4, -0.1], [1.0, -0.5, 2.9], [-0.2, -0.3, 0.7]]}

No. 3
{"formula": "C5H8BrI", "method": "ωB97M-V with the def2-TZVPD basis set", "orbital_gap_ev": 7.722, "energy_ha": -3066.83350, "de_lowest_ev": 3.857, "e_lumo_ev": -1.567, "species": ["C", "C", "C", "C", "C", "Br", "I", "H", "H", "H", "H", "H", "H", "H", "H"], "coordinates": [[1.202, 0.348, -0.125], [-0.083, -2.566, 0.540], [-1.426, 0.353, -0.322], [0.849, 1.814, -0.026], [-0.098, 0.689, 0.404], [0.071, -4.111, 1.603], [-0.171, -3.146, -1.497], [1.253, 0.065, -1.081], [-1.844, -0.510, -0.018], [-1.285, 0.320, -1.378], [-2.247, 1.223, -0.099], [1.392, 2.293, 0.726], [0.661, 2.477, -0.896], [1.940, 0.047, 0.653], [-0.214, 0.706, 1.514]], "forces_ev_per_a": [[1.5, 1.2, 3.5], [0.0, -0.5, -0.3], [0.4, 5.6, 0.5], [-1.1, -0.3, -1.1], [-2.3, 1.2, 1.2], [0.0, 0.2, 0.0], [0.0, 0.2, 0.3], [0.5, -1.9, -3.3], [-1.2, -3.1, 1.2], [0.1, 0.0, -0.9], [2.0, -2.0, -0.5], [0.4, 0.9, 1.2], [0.1, -1.0, 0.4], [-0.3, -0.2, -1.2], [0.1, -0.5, -1.0]]}

No. 4
{"formula": "C8H16AlFO6", "method": "ωB97M-V with the def2-TZVPD basis set", "orbital_gap_ev": 2.166, "energy_ha": -1107.18914, "charge": 2, "de_lowest_ev": 0.000, "e_lumo_ev": -14.534, "species": ["Al", "F", "C", "C", "O", "C", "O", "O", "C", "H", "H", "H", "H", "H", "H", "H", "H", "C", "C", "O", "C", "O", "O", "C", "H", "H", "H", "H", "H", "H", "H", "H"], "coordinates": [[19.731, 0.989, -23.772], [18.604, -1.691, -24.057], [18.391, 2.635, -18.284], [17.287, 2.316, -19.223], [16.961, 0.929, -19.263], [17.464, 0.199, -20.256], [18.140, 0.562, -21.225], [17.068, -1.025, -20.047], [17.244, -2.058, -21.091], [18.101, 2.226, -17.316], [18.945, 3.570, -18.358], [19.250, 1.979, -18.422], [17.477, 2.681, -20.233], [16.409, 2.896, -18.939], [17.458, -1.675, -22.088], [16.406, -2.754, -21.129], [18.104, -2.676, -20.833], [18.768, -8.609, -18.740], [17.726, -8.327, -19.862], [18.211, -7.363, -20.764], [17.362, -6.811, -21.656], [16.215, -7.157, -22.006], [18.104, -5.775, -22.134], [17.578, -5.012, -23.219], [18.273, -8.851, -17.800], [19.223, -7.655, -18.472], [19.575, -9.294, -18.999], [16.831, -7.930, -19.383], [17.389, -9.231, -20.369], [18.328, -4.284, -23.527], [16.639, -4.515, -22.976], [17.382, -5.667, -24.069]], "forces_ev_per_a": [[-0.6, -0.9, 0.2], [0.2, 0.8, 0.5], [1.6, -1.9, 0.6], [-0.4, 2.1, -1.0], [0.6, -0.3, -0.7], [0.5, 1.4, -0.3], [-0.6, -0.3, 0.8], [-0.6, -2.6, -1.5], [0.3, 0.2, 0.6], [-0.1, 1.1, 0.5], [-1.1, 0.5, 0.3], [0.2, -0.6, -0.7], [0.2, -0.2, -0.1], [-0.4, -0.6, 0.2], [0.0, 0.5, 0.0], [-0.4, 0.6, 0.5], [0.4, 0.1, 0.3], [-0.3, 1.2, -0.8], [1.0, -0.5, 2.0], [-0.8, 0.1, -0.5], [-2.2, -0.7, -0.8], [4.1, 1.2, 1.5], [-0.9, -0.1, -0.8], [0.4, 0.3, 0.2], [-0.3, -0.7, -0.3], [0.3, 0.2, -0.3], [-0.3, -0.2, 0.0], [-0.7, 0.2, -0.1], [0.0, -0.3, -0.4], [0.2, -0.2, 0.2], [-0.4, -0.2, 0.2], [-0.1, -0.3, -0.3]]}

No. 5
{"formula": "C4H10N2", "method": "ωB97M-V with the def2-TZVPD basis set", "orbital_gap_ev": 10.341, "smiles": "CCC1(C)NN1", "energy_ha": -267.82562, "de_lowest_ev": 2.713, "e_lumo_ev": 0.954, "species": ["C", "C", "C", "C", "N", "N", "H", "H", "H", "H", "H", "H", "H", "H", "H", "H"], "coordinates": [[-1.345, 1.171, -0.827], [-1.039, -0.266, -0.417], [0.224, -0.370, 0.422], [1.523, -0.195, -0.343], [0.191, -1.449, 1.386], [-0.023, -0.131, 1.880], [-2.307, 1.217, -1.332], [-1.395, 1.809, 0.052], [-0.585, 1.557, -1.504], [-1.861, -0.667, 0.177], [-0.939, -0.906, -1.298], [2.381, -0.309, 0.321], [1.593, -0.932, -1.143], [1.565, 0.801, -0.782], [1.128, -1.810, 1.594], [0.889, 0.479, 1.815]], "forces_ev_per_a": [[0.0, -0.3, 0.0], [0.2, 0.0, 0.0], [-2.1, -2.2, -0.9], [-0.2, 0.8, 0.8], [0.7, -0.9, -0.4], [2.5, 3.5, -1.3], [0.0, 0.1, -0.1], [0.0, 0.1, 0.1], [0.0, 0.1, -0.1], [0.1, 0.0, 0.1], [0.0, 0.0, -0.1], [0.1, 0.0, 0.0], [-0.1, 0.0, 0.1], [0.1, 0.0, -0.1], [-0.1, 0.2, -0.1], [-1.1, -1.4, 1.9]]}